one | DFT (the ωB97M-V functional and the def2-TZVPD basis) results for the molecule C4H6FNO.

CARTESIAN COORDINATES (ANGSTROEM)
1 C 0.39134 0.56405 2.14806
2 C 0.95037 -0.02321 1.04168
3 F 2.26492 0.06382 0.68464
4 C 0.17714 -0.84229 -0.04679
5 N -0.06420 0.01484 -1.26467
6 C -1.28517 0.42872 -1.73017
7 O -2.30349 0.35104 -1.12113
8 H 1.10928 0.97644 2.81711
9 H -0.59687 0.56707 2.25193
10 H -0.76571 -1.20142 0.37100
11 H 0.75135 -1.64671 -0.39855
12 H 0.48506 -0.09049 -2.11253
13 H -1.11403 0.83814 -2.64058

LUMO energy in eV: 0.787
SMILES: C=C(F)CNC=O
Highest occupied orbital energy in eV: -9.79
Orbital gap in Eh: 0.389
2S+1: 1

---

two | DFT (the ωB97M-V functional and the def2-TZVPD basis) results for a 2-piece molecular cluster, C4H6FNO overall.

CARTESIAN COORDINATES (ANGSTROEM)
1 C -1.51758 0.20220 1.56756
2 C -0.83705 -0.07962 0.54090
3 C 1.68262 0.93225 0.15278
4 C -1.19362 -0.78519 -0.72089
5 N 2.28551 0.07603 -0.63452
6 O 2.02287 1.92341 0.66026
7 F -0.10282 -1.24750 -1.33990
8 H -2.47849 -0.21035 1.87524
9 H -1.08783 0.88656 2.42334
10 H -1.99246 -1.65856 -0.78532
11 H -1.49940 0.10815 -1.45377
12 H 1.52119 -0.53401 -1.10014
13 H 3.19707 0.38662 -1.18554

LUMO energy (alpha / beta) in eV: -0.018 / -0.344
Highest occupied orbital energy (alpha / beta) in eV: -8.61 / -8.03
Orbital gap (alpha / beta) in Eh: 0.316 / 0.283
2S+1: 1

---

Energy relative to the most stable one, in kJ/mol: one 0.0; two 348.3

---

one | DFT (the ωB97M-V functional and the def2-TZVPD basis) results for the molecule C2H5NO2.

CARTESIAN COORDINATES (ANGSTROEM)
1 C 1.29718 -1.19243 -0.08170
2 N 1.79956 -0.02624 -0.12994
3 O 2.95931 0.32162 -0.01719
4 O 0.93499 1.14694 -0.16608
5 C -0.47975 1.10966 0.10555
6 H 1.91850 -2.06465 -0.11655
7 H 0.25236 -1.28079 -0.38569
8 H -0.86698 1.89772 -0.64864
9 H -0.59952 1.52306 1.12027
10 H -0.82992 0.15983 -0.03406

LUMO energy in eV: 0.897
SMILES: C=[N+]([O-])OC
Highest occupied orbital energy in eV: -9.37
Orbital gap in Eh: 0.377
2S+1: 1

---

two | DFT (the ωB97M-V functional and the def2-TZVPD basis) results for the molecule C2H5NO2.

CARTESIAN COORDINATES (ANGSTROEM)
1 N -1.17080 -0.75382 -0.17957
2 C -0.15329 0.08055 -0.80641
3 C 0.91710 0.24415 0.30912
4 O 2.02894 0.47173 -0.03037
5 O 0.35382 0.25565 1.44324
6 H -1.98100 -0.75851 -0.69018
7 H -1.26185 -0.24883 0.80231
8 H -0.40453 0.95590 -1.41188
9 H 0.58903 -0.42546 -1.48239
10 H 1.08258 0.17864 2.04613

LUMO energy in eV: 0.636
SMILES: NCC(=O)O
Highest occupied orbital energy in eV: -9.56
Orbital gap in Eh: 0.375
2S+1: 1

---

three | DFT (the ωB97M-V functional and the def2-TZVPD basis) results for the molecule C2H5NO2.

CARTESIAN COORDINATES (ANGSTROEM)
1 N 0.63145 -1.19647 -0.88881
2 C 0.27618 0.13664 -0.47048
3 C -0.65338 0.24383 0.70530
4 O -1.18016 -0.70108 1.26570
5 O -0.92914 1.51474 1.18023
6 H 1.30026 -1.65694 -0.17371
7 H -0.21998 -1.84093 -0.87689
8 H 1.19325 0.72190 -0.20397
9 H -0.18666 0.62963 -1.32519
10 H -0.23182 2.14866 0.78782

LUMO energy in eV: 0.497
SMILES: NCC(=O)O
Highest occupied orbital energy in eV: -10.04
Orbital gap in Eh: 0.387
2S+1: 1

---

four | DFT (the ωB97M-V functional and the def2-TZVPD basis) results for the molecule C2H5NO2.

CARTESIAN COORDINATES (ANGSTROEM)
1 O -1.58332 -1.21357 0.04506
2 C -1.38507 -0.02490 0.19218
3 N -0.22917 0.73908 0.24466
4 C 1.08866 0.22957 -0.34954
5 O 1.07226 -1.09815 -0.80112
6 H -2.21350 0.59798 0.57395
7 H -0.15346 0.97473 1.23165
8 H 1.86613 0.37946 0.40514
9 H 1.22422 0.93449 -1.16686
10 H 0.31327 -1.51869 -0.37512

LUMO energy in eV: 0.662
SMILES: O=CNCO
Highest occupied orbital energy in eV: -10.18
Orbital gap in Eh: 0.398
2S+1: 1

---

Energy relative to the most stable one, in kJ/mol: one 439.4; two 88.9; three 0.0; four 76.6

---

one | DFT (the ωB97M-V functional and the def2-TZVPD basis) results for a 2-piece molecular cluster, C2H5NO2 overall.

CARTESIAN COORDINATES (ANGSTROEM)
1 N 1.74575 2.15237 1.55380
2 C 1.14726 1.19235 0.81974
3 O 0.84129 0.09792 1.24786
4 H 2.08510 3.04921 1.28017
5 H 2.09563 1.83639 2.44611
6 H 1.03064 1.38271 -0.25594
7 C -2.21585 -2.47716 -1.73937
8 O -3.11877 -1.94221 -2.35226
9 H -2.20667 -3.53419 -1.45810
10 H -1.40437 -1.75739 -1.54200

LUMO energy in eV: 0.859
SMILES: NC=O.C=O
Highest occupied orbital energy in eV: -9.98
Orbital gap in Eh: 0.399
2S+1: 1

---

two | DFT (the ωB97M-V functional and the def2-TZVPD basis) results for the molecule C2H5NO2.

CARTESIAN COORDINATES (ANGSTROEM)
1 C -1.47265 -0.56274 0.08024
2 O -0.58706 0.42247 -0.56899
3 N 0.50609 0.90094 0.12696
4 C 1.68706 0.10569 -0.05662
5 O 1.61668 -1.09604 -0.22249
6 H -2.28033 -0.69155 -0.62360
7 H -1.81670 -0.15524 1.08658
8 H -0.95151 -1.53258 0.18833
9 H 0.69844 1.90689 -0.25113
10 H 2.59998 0.70215 0.24072

LUMO energy in eV: 0.887
SMILES: CONC=O
Highest occupied orbital energy in eV: -9.67
Orbital gap in Eh: 0.388
2S+1: 1

---

three | DFT (the ωB97M-V functional and the def2-TZVPD basis) results for a 2-piece molecular cluster, C2H5NO2 overall.

CARTESIAN COORDINATES (ANGSTROEM)
1 N 1.78310 0.10046 -2.12611
2 C 0.49556 0.42004 -1.81677
3 O 0.05544 1.52583 -1.63525
4 H 2.05690 -0.86191 -2.00365
5 H 2.61883 0.66110 -2.11144
6 H -0.12595 -0.49134 -1.81965
7 C -1.70707 -0.32140 2.86315
8 O -0.71271 -0.97789 3.00743
9 H -2.02007 0.46512 3.57697
10 H -2.44403 -0.52000 2.06533

LUMO energy in eV: 0.834
SMILES: NC=O.C=O
Highest occupied orbital energy in eV: -10.17
Orbital gap in Eh: 0.404
2S+1: 1

---

four | DFT (the ωB97M-V functional and the def2-TZVPD basis) results for the molecule C2H5NO2.

CARTESIAN COORDINATES (ANGSTROEM)
1 C 1.05795 -0.27761 0.28646
2 C -0.14523 0.20710 -0.10988
3 N -0.59988 1.49137 0.02839
4 O -1.18518 -0.63270 -0.36790
5 O -0.78536 -1.99107 -0.27836
6 H 1.48510 -1.15694 -0.16767
7 H 1.84417 0.43202 0.47894
8 H 0.05763 2.21348 -0.22007
9 H -1.56115 1.64196 -0.24134
10 H -0.16806 -1.92761 0.59143

LUMO energy in eV: 0.929
SMILES: C=C(N)OO
Highest occupied orbital energy in eV: -8.70
Orbital gap in Eh: 0.354
2S+1: 1

---

Energy relative to the most stable one, in kJ/mol: one 9.9; two 149.0; three 0.0; four 275.4